Record 1
{
  "formula": "C35H40B2F4N5O5PS2SnTe",
  "method": "ωB97M-V with the def2-TZVPD basis set",
  "elements": ["Sn", "C", "C", "N", "O", "B", "F", "F", "O", "N", "C", "C", "C", "N", "O", "B", "F", "F", "O", "N", "C", "C", "C", "H", "H", "H", "H", "H", "H", "H", "H", "H", "H", "H", "H", "O", "C", "C", "C", "C", "C", "C", "N", "H", "H", "H", "H", "H", "H", "H", "C", "C", "C", "C", "C", "C", "Te", "C", "C", "C", "H", "H", "H", "H", "H", "H", "H", "H", "H", "H", "H", "S", "P", "S", "C", "C", "C", "C", "C", "C", "C", "C", "C", "C", "C", "C", "H", "H", "H", "H", "H", "H", "H", "H", "H", "H"],
  "xyz": [[0.14, 0.31, -0.78], [3.52, 3.52, 0.92], [2.68, 2.48, 0.25], [1.53, 2.10, 0.63], [1.01, 2.78, 1.72], [0.04, 3.85, 1.29], [0.70, 4.82, 0.56], [-0.54, 4.30, 2.45], [-1.10, 3.31, 0.45], [-0.74, 2.64, -0.68], [-1.22, 3.11, -1.78], [-2.04, 4.34, -1.91], [-0.79, 2.38, -3.01], [-0.17, 1.29, -2.78], [0.39, 0.60, -3.82], [1.85, 0.97, -4.01], [1.93, 2.34, -4.22], [2.29, 0.21, -5.05], [2.70, 0.61, -2.83], [2.28, 1.25, -1.70], [3.19, 1.80, -0.98], [4.64, 1.82, -1.33], [-0.99, 2.96, -4.36], [2.89, 4.25, 1.43], [4.16, 4.02, 0.20], [4.16, 3.03, 1.66], [-2.13, 4.84, -0.95], [-3.04, 4.09, -2.28], [-1.59, 5.02, -2.63], [4.86, 1.04, -2.04], [5.25, 1.70, -0.43], [4.90, 2.78, -1.78], [-1.98, 3.40, -4.44], [-0.85, 2.20, -5.12], [-0.25, 3.74, -4.54], [-3.26, 1.02, 0.78], [-4.02, 0.23, 1.68], [-3.22, -1.00, 2.05], [-3.71, -2.26, 1.81], [-2.99, -3.37, 2.22], [-1.79, -3.18, 2.88], [-1.33, -1.89, 3.07], [-2.04, -0.83, 2.67], [-3.65, 1.90, 0.72], [-4.97, -0.08, 1.25], [-4.21, 0.80, 2.60], [-4.63, -2.38, 1.25], [-3.34, -4.36, 1.98], [-1.19, -4.00, 3.22], [-0.39, -1.68, 3.55], [2.90, 0.24, 7.47], [1.96, 0.38, 6.30], [0.72, 0.97, 6.45], [-0.15, 1.13, 5.38], [-1.47, 1.80, 5.63], [0.25, 0.68, 4.11], [-0.99, 1.11, 2.48], [1.50, 0.07, 3.93], [2.01, -0.50, 2.64], [2.34, -0.07, 5.04], [2.39, 0.47, 8.41], [3.74, 0.92, 7.37], [3.30, -0.77, 7.53], [0.41, 1.31, 7.43], [-1.60, 1.98, 6.69], [-2.31, 1.19, 5.29], [-1.55, 2.76, 5.11], [1.31, -0.39, 1.81], [2.25, -1.56, 2.75], [2.93, 0.01, 2.34], [3.30, -0.55, 4.91], [-2.92, -4.51, -1.34], [-1.84, -3.10, -2.20], [-2.14, -1.23, -1.47], [-0.06, -3.46, -2.08], [0.37, -4.71, -1.65], [1.73, -5.00, -1.59], [2.67, -4.06, -1.97], [2.25, -2.81, -2.42], [0.89, -2.52, -2.47], [-2.16, -3.04, -3.99], [-1.68, -1.97, -4.75], [-1.86, -1.96, -6.12], [-2.52, -3.01, -6.75], [-3.00, -4.07, -6.00], [-2.82, -4.09, -4.62], [-0.36, -5.45, -1.35], [2.05, -5.98, -1.24], [3.72, -4.29, -1.93], [2.96, -2.07, -2.74], [0.58, -1.57, -2.88], [-1.18, -1.14, -4.27], [-1.49, -1.13, -6.71], [-2.66, -3.00, -7.82], [-3.52, -4.89, -6.48], [-3.19, -4.91, -4.03]],
  "mulliken_charge": [-0.40, -1.79, 0.44, 1.28, -0.99, 0.77, -0.39, -0.34, -0.69, 1.19, 0.21, -1.93, 0.49, 1.12, -0.54, 0.80, -0.38, -0.34, -0.59, 0.60, 0.01, -1.97, -2.13, 0.37, 0.42, 0.32, 0.40, 0.41, 0.42, 0.46, 0.45, 0.35, 0.59, 0.35, 0.35, -0.16, -1.18, 1.02, -0.84, -0.23, -1.08, 0.06, 0.28, 0.18, 0.43, 0.36, 0.35, 0.43, 0.46, 0.45, -1.55, 0.64, -0.96, 0.48, -1.48, 0.03, 0.89, 1.92, -1.63, -0.94, 0.37, 0.31, 0.36, 0.33, 0.44, 0.24, 0.26, -0.43, 0.61, 0.46, 0.47, -0.58, 1.09, -0.45, -0.06, -0.44, -0.61, -0.69, -0.96, 0.49, 0.14, 0.39, -0.65, -0.51, -0.53, -0.59, 0.36, 0.40, 0.42, 0.50, 0.30, -0.23, 0.45, 0.37, 0.39, 0.32],
  "total_charge": 0,
  "e_above_lowest_kcal_mol": 5.3,
  "lumo_energy_ev": -0.549,
  "max_force_ha_per_bohr": 0.0096
}

---

Record 2
{
  "formula": "C32H53B2CdN3O10",
  "method": "ωB97M-V with the def2-TZVPD basis set",
  "elements": ["Cd", "B", "H", "H", "H", "H", "B", "H", "H", "H", "H", "O", "C", "O", "C", "C", "C", "H", "H", "H", "H", "H", "H", "O", "C", "O", "C", "C", "C", "H", "H", "H", "H", "H", "H", "O", "C", "O", "C", "C", "C", "H", "H", "H", "H", "H", "H", "O", "C", "O", "C", "C", "C", "H", "H", "H", "H", "H", "H", "O", "C", "O", "C", "C", "C", "H", "H", "H", "H", "H", "H", "N", "C", "C", "C", "C", "H", "H", "H", "H", "H", "N", "C", "C", "C", "C", "H", "H", "H", "H", "H", "N", "C", "C", "C", "C", "H", "H", "H", "H", "H"],
  "xyz": [[0.90, -1.95, -0.58], [-0.39, -0.20, 0.06], [0.55, 0.11, -0.57], [-0.06, -0.89, 0.95], [-1.08, 0.74, 0.26], [-1.01, -1.01, -0.54], [1.05, -3.73, 0.70], [1.32, -4.70, 1.33], [1.02, -2.73, 1.31], [1.91, -3.53, -0.09], [0.12, -3.92, 0.02], [1.80, 1.87, -2.83], [1.78, 2.78, -2.05], [2.85, 3.57, -1.80], [2.50, 4.55, -0.81], [1.25, 3.99, -0.13], [0.57, 3.30, -1.31], [2.25, 5.54, -1.21], [3.36, 4.71, -0.17], [0.65, 4.76, 0.36], [1.53, 3.25, 0.62], [0.02, 3.96, -1.98], [-0.08, 2.46, -1.04], [1.99, -1.08, -2.37], [2.76, -1.26, -3.28], [3.09, -2.50, -3.67], [3.98, -2.42, -4.81], [4.51, -0.97, -4.84], [3.44, -0.19, -4.07], [3.49, -2.72, -5.73], [4.85, -3.04, -4.60], [4.75, -0.54, -5.80], [5.43, -0.96, -4.25], [2.61, 0.16, -4.70], [3.77, 0.64, -3.47], [2.65, -1.09, 0.67], [3.27, -0.24, 1.24], [2.92, 1.05, 1.22], [3.88, 1.86, 1.89], [4.70, 0.91, 2.79], [4.57, -0.40, 2.01], [3.48, 2.72, 2.42], [4.56, 2.28, 1.13], [4.36, 0.87, 3.82], [5.73, 1.27, 2.77], [4.52, -1.33, 2.57], [5.35, -0.47, 1.25], [-0.50, -2.59, -2.25], [-1.42, -3.28, -2.61], [-1.58, -3.62, -3.89], [-2.40, -4.80, -3.98], [-3.26, -4.77, -2.72], [-2.39, -4.02, -1.72], [-1.77, -5.68, -4.10], [-3.03, -4.70, -4.87], [-3.47, -5.80, -2.41], [-4.25, -4.36, -2.90], [-1.74, -4.69, -1.15], [-2.97, -3.36, -1.08], [1.42, -0.71, 7.31], [1.02, -0.68, 6.19], [1.62, 0.07, 5.22], [1.01, -0.26, 3.97], [-0.44, -0.59, 4.30], [-0.21, -1.36, 5.60], [1.48, -1.10, 3.46], [1.09, 0.59, 3.29], [-0.85, -1.17, 3.47], [-1.09, 0.27, 4.46], [0.03, -2.41, 5.46], [-1.03, -1.32, 6.31], [-1.31, 2.83, 2.14], [-1.79, 3.45, 3.26], [-2.82, 4.26, 2.90], [-3.06, 4.04, 1.51], [-2.06, 3.22, 1.06], [-0.47, 2.28, 2.04], [-1.22, 3.44, 4.18], [-3.35, 4.98, 3.50], [-3.79, 4.49, 0.86], [-1.89, 2.85, 0.07], [-2.91, -0.71, 1.60], [-3.90, 0.22, 1.60], [-5.10, -0.43, 1.79], [-4.79, -1.81, 1.91], [-3.45, -1.97, 1.70], [-1.92, -0.56, 1.42], [-3.64, 1.26, 1.50], [-6.02, 0.09, 2.00], [-5.45, -2.61, 2.20], [-2.78, -2.81, 1.78], [-2.81, 1.12, -1.85], [-4.00, 1.78, -1.95], [-4.02, 2.46, -3.14], [-2.75, 2.27, -3.76], [-2.00, 1.53, -2.88], [-2.49, 0.48, -1.14], [-4.78, 1.62, -1.22], [-4.81, 3.14, -3.42], [-2.44, 2.70, -4.70], [-0.97, 1.23, -3.00]],
  "mulliken_charge": [2.14, 5.71, -0.87, -0.89, -0.98, -0.86, 1.46, -0.18, -0.60, -0.24, -0.48, -0.52, 0.10, -0.44, -0.73, 0.34, 1.32, 0.29, 0.42, 0.52, -0.54, 0.37, -1.09, -1.20, -0.42, -0.38, -0.44, -0.74, -0.10, 0.30, 0.31, 0.37, 0.29, 0.21, 0.24, -0.77, -0.70, 0.12, -0.56, -0.70, -0.59, 0.38, 0.36, 0.28, 0.38, 0.38, 0.36, -1.00, -0.09, -0.40, -0.42, -0.71, 0.12, 0.28, 0.31, 0.32, 0.32, 0.24, 0.00, -0.59, 0.42, -0.39, 0.53, 0.27, -0.64, -0.10, -0.32, -0.16, 0.22, 0.30, 0.38, 0.69, -0.47, -0.88, -0.29, -1.06, 0.02, 0.48, 0.44, 0.52, 0.36, 0.89, -0.27, -0.95, -0.78, -0.62, -0.33, 0.42, 0.45, 0.44, 0.62, 0.51, -0.49, -0.67, -0.68, -0.69, -0.11, 0.49, 0.38, 0.45, 0.65],
  "total_charge": 0,
  "lumo_energy_ev": 0.238,
  "max_force_ha_per_bohr": 0.0380
}

---

Record 3
{
  "formula": "C10H21BIO18S5",
  "method": "ωB97M-V with the def2-TZVPD basis set",
  "elements": ["O", "C", "I", "C", "B", "O", "S", "H", "H", "H", "H", "H", "C", "C", "O", "S", "O", "O", "O", "H", "H", "H", "H", "C", "C", "O", "S", "O", "O", "O", "H", "H", "H", "H", "C", "C", "O", "S", "O", "O", "O", "H", "H", "H", "H", "C", "C", "O", "S", "O", "O", "O", "H", "H", "H", "H"],
  "xyz": [[1.95, 3.31, -1.55], [1.42, 3.58, -2.59], [2.52, 3.16, -4.44], [0.08, 4.14, -2.70], [-1.01, 2.90, -2.88], [-1.17, 2.12, -1.64], [-2.78, 3.49, -3.41], [-0.16, 4.72, -1.81], [0.07, 4.80, -3.58], [-0.59, 2.15, -3.76], [-0.31, 1.95, -1.26], [-2.60, 4.71, -3.93], [-2.53, -2.31, 0.68], [-3.59, -2.15, -0.39], [-4.23, -0.90, -0.08], [-3.14, 0.11, 0.57], [-2.65, 0.97, -0.44], [-3.67, 0.58, 1.80], [-2.02, -0.99, 0.89], [-2.96, -2.66, 1.62], [-1.73, -2.98, 0.37], [-4.31, -2.96, -0.38], [-3.15, -2.06, -1.39], [5.27, 2.06, 1.04], [3.91, 2.70, 1.06], [3.95, 3.57, 2.22], [5.43, 4.13, 2.41], [5.52, 5.43, 1.83], [5.83, 3.89, 3.75], [6.18, 3.10, 1.44], [5.34, 1.25, 1.76], [5.53, 1.69, 0.05], [3.11, 1.98, 1.16], [3.74, 3.31, 0.18], [6.04, -1.69, -2.08], [5.69, -2.75, -1.05], [4.64, -2.16, -0.28], [3.76, -1.20, -1.22], [2.61, -1.91, -1.65], [3.66, 0.07, -0.60], [4.79, -1.11, -2.44], [6.67, -0.91, -1.64], [6.53, -2.11, -2.95], [6.53, -3.01, -0.41], [5.30, -3.65, -1.53], [-7.31, -3.23, 1.75], [-6.68, -2.37, 2.81], [-6.45, -3.27, 3.91], [-6.12, -4.72, 3.35], [-4.71, -4.91, 3.33], [-6.98, -5.65, 3.99], [-6.62, -4.49, 1.85], [-8.37, -3.41, 1.94], [-7.19, -2.82, 0.75], [-7.32, -1.55, 3.12], [-5.71, -1.97, 2.49]],
  "nbo_charge": [-0.59, 0.57, -0.12, -0.79, 0.30, -0.93, -0.36, 0.24, 0.23, -0.12, 0.46, 0.11, -0.10, -0.10, -0.70, 2.53, -0.82, -0.92, -0.69, 0.19, 0.21, 0.20, 0.20, -0.10, -0.11, -0.69, 2.55, -0.91, -0.91, -0.70, 0.18, 0.22, 0.23, 0.22, -0.10, -0.10, -0.69, 2.55, -0.88, -0.90, -0.68, 0.19, 0.21, 0.21, 0.19, -0.10, -0.11, -0.68, 2.55, -0.90, -0.90, -0.69, 0.19, 0.22, 0.22, 0.21],
  "total_charge": -1,
  "lumo_energy_ev": 1.667,
  "max_force_ha_per_bohr": 0.0324
}

---

Record 4
{
  "formula": "C9H8N5O",
  "method": "ωB97M-V with the def2-TZVPD basis set",
  "elements": ["C", "C", "C", "C", "C", "C", "C", "C", "C", "N", "N", "N", "N", "N", "O", "H", "H", "H", "H", "H", "H", "H", "H"],
  "xyz": [[2.81, 0.97, -0.48], [-0.81, 2.56, -1.16], [-0.01, 4.56, 0.29], [1.77, 1.49, 0.35], [1.41, 0.88, 1.77], [0.78, 2.27, -0.07], [-0.02, 3.30, -0.33], [-0.48, 0.29, -1.72], [-1.25, -0.90, -2.24], [3.51, 0.49, -1.25], [-1.29, 1.54, -1.53], [-0.32, 5.53, 0.81], [2.23, 1.22, 2.78], [0.46, 0.10, 1.72], [0.70, 0.58, -2.24], [-0.69, -1.72, -2.27], [-1.40, -0.78, -3.35], [-2.27, -1.11, -1.85], [2.93, 2.07, 2.74], [2.12, 0.76, 3.63], [0.37, -0.48, 2.59], [-0.33, 0.15, -0.61], [0.89, 0.34, -3.18]],
  "nbo_charge": [0.23, 0.61, 0.22, -0.13, 0.46, 0.33, -0.31, 0.25, -0.65, -0.16, -0.25, -0.13, -0.81, -0.69, -0.68, 0.24, 0.23, 0.26, 0.44, 0.42, 0.38, 0.24, 0.52],
  "total_charge": 1,
  "e_above_lowest_kcal_mol": 49.3,
  "lumo_energy_ev": -5.880,
  "max_force_ha_per_bohr": 0.0930
}